# C23H46Br2CaClFIKMgN2O11PSi2

A structure of composition C23H46Br2CaClFIKMgN2O11PSi2 (the ωB97M-V functional and the def2-TZVPD basis, the OMol25 dataset).

Properties
HOMO level, eV: -7.391
HOMO-LUMO gap, eV: 1.8
Charge: +1

Geometry (Å):
C  3.78063  -1.07471  -2.97782
C  2.46482  -0.94142  -3.02278
C  1.57997  -1.56966  -1.97078
C  0.35033  -0.77240  -1.62607
C  -0.90475  -1.27231  -1.92640
C  -1.11071  -2.62052  -2.55375
O  -1.38631  -3.53905  -1.83942
O  -1.06008  -2.73315  -3.87470
C  -2.06872  -0.56092  -1.59492
C  -3.42875  -1.14077  -1.88992
P  -4.40917  -0.27871  -3.18209
O  -4.75031  -1.23471  -4.22773
O  -3.57809  0.96335  -3.72044
O  -5.70765  0.28033  -2.44433
C  -1.92765  0.65172  -0.96584
Cl  -3.36813  1.56230  -0.51749
N  -0.70485  1.16369  -0.65508
C  -0.64462  2.45279  0.06856
C  -1.00247  3.68234  -0.79027
C  -0.90835  3.46240  -2.28860
F  -0.70740  4.69094  -2.89924
C  0.42280  0.47343  -0.96836
I  2.32241  1.16032  -0.47030
H  4.26837  -1.59416  -2.16369
H  4.43379  -0.65065  -3.72300
H  2.01900  -0.34450  -3.81018
H  2.15805  -1.69020  -1.05452
H  1.30530  -2.57965  -2.27239
H  -0.62027  -1.96804  -4.27056
H  -3.39060  -2.20712  -2.15118
H  -4.03836  -1.01814  -0.93462
H  -3.75733  1.74364  -3.17864
H  -5.74710  -0.06974  -1.53358
H  0.32660  2.60301  0.51091
H  -1.33790  2.36692  0.89771
H  -1.98587  4.04399  -0.50129
H  -0.28656  4.46337  -0.54472
H  -1.84110  3.06156  -2.68716
H  -0.06847  2.82272  -2.55529
O  5.23008  1.65307  -0.89586
H  5.30715  2.60157  -1.06798
O  -1.53769  2.39941  3.16396
H  -1.75059  1.71835  3.81144
H  -2.07105  3.15556  3.42833
Mg  -5.35137  2.76855  0.61905
C  -6.48645  8.98890  -0.74118
C  -4.97758  8.94472  -0.56684
O  -4.62014  9.40808  0.72611
C  -4.74501  8.51232  1.70841
O  -5.12922  7.36522  1.57264
O  -4.39567  9.07995  2.83374
C  -4.52169  8.26611  4.01478
H  -6.87495  9.98095  -0.52387
H  -6.76303  8.71550  -1.76905
H  -6.96502  8.30523  -0.05456
H  -4.51694  9.61893  -1.28323
H  -4.56246  7.94632  -0.74447
H  -4.00221  7.32062  3.88719
H  -5.57213  8.09702  4.23973
H  -4.06256  8.83055  4.81791
C  5.61947  -4.26060  4.23795
Si  4.89386  -5.31673  2.88704
C  4.53670  -6.98536  3.64900
C  6.24597  -5.45258  1.60780
N  3.42321  -4.62229  2.10169
Si  2.72055  -5.49266  0.70080
C  2.07324  -7.19134  1.13337
C  3.87470  -5.60906  -0.76477
C  1.22636  -4.56090  -0.00555
H  6.52266  -4.75364  4.60670
H  5.89739  -3.27227  3.86666
H  4.94300  -4.13034  5.07400
H  5.40141  -7.29269  4.24093
H  4.35851  -7.76246  2.90585
H  3.66962  -6.93574  4.31012
H  6.39263  -4.50885  1.08057
H  6.06596  -6.22979  0.86881
H  7.17131  -5.70312  2.12983
H  2.87474  -7.91162  1.29362
H  1.45820  -7.56608  0.31183
H  1.45510  -7.16241  2.03310
H  4.33537  -4.64391  -0.98536
H  3.30290  -5.92415  -1.64084
H  4.66982  -6.33632  -0.62008
H  1.50769  -3.56772  -0.34603
H  0.40878  -4.45496  0.70307
H  0.84814  -5.12640  -0.86348
O  7.23214  -0.54887  -1.29851
H  6.68519  0.23531  -1.51475
K  -7.03624  6.58254  -0.62969
Br  2.61394  -3.23763  5.21217
Ca  -3.70833  -2.29616  0.25931
Br  1.99402  -3.42642  2.58860